The following is a quantum chemistry calculation of C37H42ErF3NO4P2SSe2 as an isolated structure, from OMol25.

As for the energy relative to the best compared isomer or geometry (same formula, charge and spin): 111.1 kJ/mol. The HOMO-LUMO gap (alpha / beta) is 0.2384 / 0.2404 hartree. Its multiplicity is 4. The energy comes out at -244605.0494 eV. The calculation puts the largest force on an atom at 3.379 eV/A. Its total charge is +1.

Structure (XYZ):
```
93
Properties=species:S:1:pos:R:3:lowdin_spin:R:1
Er -0.121 0.093 0.657 3.03
C -1.619 2.547 -1.576 0.00
P -2.193 2.093 0.155 0.00
C -2.245 3.570 1.167 0.00
C -1.151 4.420 1.137 0.00
C -0.938 5.350 2.152 0.00
C -1.920 5.658 3.062 0.00
C -3.090 4.887 2.999 0.00
C -3.224 3.841 2.124 0.00
C -4.008 1.867 -0.001 0.00
C -4.686 0.665 0.287 0.00
C -6.059 0.594 0.197 0.00
C -6.781 1.696 -0.270 0.00
C -6.137 2.922 -0.498 0.00
C -4.745 2.999 -0.370 0.00
C -1.076 1.322 -2.224 0.00
C -1.286 0.820 -3.495 0.00
C -0.427 -0.238 -3.697 0.00
C 0.380 -0.339 -2.536 0.00
C 1.584 -1.219 -2.434 0.00
P 1.242 -2.134 -0.796 0.00
C 2.873 -2.813 -0.417 0.00
C 4.039 -2.023 -0.521 0.00
C 5.288 -2.589 -0.184 0.00
C 5.408 -3.876 0.308 0.00
C 4.216 -4.659 0.456 0.00
C 2.972 -4.165 0.039 0.00
C 0.488 -3.603 -1.553 0.00
C 1.213 -4.454 -2.462 0.00
C 0.455 -5.464 -3.149 0.00
C -0.797 -5.833 -2.724 0.00
C -1.448 -5.048 -1.767 0.00
C -0.870 -3.887 -1.235 0.00
N -0.112 0.494 -1.564 -0.01
H -0.823 3.290 -1.599 0.00
H -2.521 2.956 -2.058 0.00
H -0.405 4.294 0.393 0.00
H 0.050 5.766 2.290 0.00
H -1.819 6.527 3.711 0.00
H -3.892 5.173 3.741 0.00
H -4.066 3.205 2.195 0.00
H -4.096 -0.181 0.649 0.00
H -6.561 -0.329 0.497 0.00
H -7.829 1.552 -0.336 0.00
H -6.759 3.749 -0.945 0.00
H -4.280 3.985 -0.474 0.00
H -2.068 1.236 -4.125 0.00
H -0.458 -0.735 -4.664 0.00
H 2.507 -0.656 -2.483 0.00
H 1.565 -2.004 -3.202 0.00
H 3.953 -1.025 -0.929 0.00
H 6.135 -1.959 -0.267 0.00
H 6.386 -4.291 0.521 0.00
H 4.280 -5.678 0.874 0.00
H 2.226 -4.967 -0.194 0.00
H 2.274 -4.333 -2.598 0.00
H 1.038 -5.949 -3.922 0.00
H -1.195 -6.733 -3.183 0.00
H -2.436 -5.289 -1.367 0.00
H -1.431 -3.336 -0.524 0.00
C -2.843 -0.243 3.119 0.00
Se -2.092 -1.598 1.837 0.00
C -1.291 -3.059 3.104 0.00
C -0.203 -2.704 4.100 0.00
Se 1.391 -1.975 3.166 0.00
C 2.036 -1.249 4.901 0.00
H -2.039 0.137 3.788 0.00
H -3.690 -0.717 3.651 0.00
H -3.226 0.558 2.512 0.00
H -0.979 -3.820 2.387 0.00
H -2.161 -3.366 3.658 0.00
H 0.145 -3.572 4.622 0.00
H -0.571 -1.960 4.813 0.00
H 1.148 -1.031 5.502 0.00
H 2.519 -0.291 4.683 0.00
H 2.717 -1.910 5.425 0.00
F 4.227 3.422 1.730 0.00
C 3.027 3.338 1.120 0.00
F 2.316 4.448 1.556 0.00
F 3.171 3.449 -0.209 0.00
S 2.114 1.717 1.681 0.00
O 2.666 1.567 2.973 0.00
O 2.247 0.652 0.640 0.00
O 0.667 2.004 1.669 0.00
C 4.455 1.653 -4.410 0.00
C 3.148 2.405 -3.993 0.00
O 2.660 2.066 -2.711 0.00
H 4.692 1.735 -5.470 0.00
H 4.458 0.547 -4.194 0.00
H 5.377 2.064 -3.891 0.00
H 2.398 2.041 -4.771 0.00
H 3.252 3.520 -4.193 0.00
H 3.265 2.409 -2.059 0.00
```